[1]
Below is C25H54BBe2Br2ClF4KN2O12PS as an isolated structure, with properties calculated with wB97M-V/def2-TZVPD.

Computed properties:
Frontier orbital gap (eV): 1.5
Electronic energy (eV): -255736.65108
E_HOMO (eV): -6.39

Atoms and positions in Å:
C: -5.5848 0.4949 -1.6884
C: -6.0790 -0.9195 -1.2803
C: -5.3634 -1.4417 0.0359
O: -4.6738 -2.6090 -0.1497
B: -3.4513 -2.4361 -1.0140
C: -3.7964 -3.2307 -2.4158
C: -3.3532 -2.5555 -3.7391
C: -2.5711 -3.5452 -4.5954
O: -2.2260 -3.0175 -5.8692
C: -0.8688 -2.7901 -6.0975
O: -2.8861 -1.0979 -1.0918
C: -2.0054 -1.0062 -0.0178
C: -1.2360 -2.3557 -0.1344
C: -0.5023 -2.6657 1.1695
O: 0.4634 -1.6683 1.4374
C: 1.4748 -2.1507 2.2922
C: 2.4269 -3.1807 1.6555
O: 2.7234 -2.8918 0.3044
C: 3.9876 -2.2408 0.1885
C: 4.4535 -2.2200 -1.2725
O: 4.3874 -0.9022 -1.7710
C: 4.1203 -0.8576 -3.1557
C: 3.6558 0.5445 -3.5794
P: -0.0802 -2.2439 -1.5927
S: 0.9107 -0.5494 -1.7126
O: -2.3123 -3.1990 -0.3726
H: -6.3577 1.0143 -2.2562
H: -4.6992 0.3700 -2.3025
H: -5.3613 1.0420 -0.7723
H: -5.9699 -1.6008 -2.1174
H: -7.1672 -0.8170 -1.0999
H: -4.7851 -0.6406 0.5157
H: -6.1790 -1.6910 0.7710
H: -3.2810 -4.1937 -2.3681
H: -4.8656 -3.4289 -2.5239
H: -4.2043 -2.2167 -4.3358
H: -2.7203 -1.6723 -3.6019
H: -1.6726 -3.8912 -4.0778
H: -3.2162 -4.4145 -4.7574
H: -0.1945 -3.5939 -5.7028
H: -0.5268 -1.8190 -5.7282
H: -0.7409 -2.8026 -7.1826
H: -2.4664 -0.9384 0.9841
H: -1.3606 -0.1232 -0.0633
H: -1.2739 -2.7018 1.9488
H: -0.0821 -3.6701 1.0649
H: 1.0799 -2.5080 3.2513
H: 2.0947 -1.2847 2.5477
H: 1.9131 -4.1447 1.6671
H: 3.3486 -3.2177 2.2387
H: 3.8497 -1.1894 0.4592
H: 4.7518 -2.7482 0.7820
H: 3.8423 -2.9231 -1.8450
H: 5.4970 -2.5576 -1.3074
H: 3.3349 -1.5665 -3.4348
H: 4.9987 -1.1045 -3.7648
H: 3.7899 1.2469 -2.7575
H: 4.1869 0.8844 -4.4655
H: 2.5893 0.5091 -3.7908
H: 0.7725 -3.3621 -1.5403
H: -0.8095 -2.3732 -2.7793
C: -0.2775 3.6960 2.6942
C: -0.3006 2.2730 2.1513
C: -0.8166 1.2405 3.1676
O: 0.1197 0.8884 4.1521
C: 0.1895 1.7936 5.2439
N: 1.0297 1.9424 1.6284
H: 0.5500 3.8634 3.3804
H: -0.1609 4.4132 1.8736
H: -1.2081 3.9333 3.2105
H: -1.0161 2.2563 1.2906
H: -1.0303 0.3152 2.6169
H: -1.7611 1.5702 3.6205
H: -0.7865 2.2202 5.4879
H: 0.9083 2.5883 5.0337
H: 0.5520 1.2413 6.1094
H: 0.9868 1.0191 1.1746
H: 1.6578 1.7940 2.4137
C: 2.8439 -3.4971 -9.4176
N: 3.0985 -3.0556 -8.0173
O: 4.1048 -2.4120 -7.8083
O: 2.2727 -3.3773 -7.1887
H: 3.6540 -3.1430 -10.0436
H: 2.7991 -4.5817 -9.4141
H: 1.8959 -3.0682 -9.7273
Be: -0.0106 2.7740 -0.0657
F: 1.2326 -3.6121 -4.2897
Be: -2.5073 -0.6211 3.7022
C: 3.2040 4.7973 6.6998
C: 1.7747 5.1437 7.0609
O: 1.6119 6.5581 7.2138
C: 1.4084 7.2196 6.0844
O: 1.3564 6.7351 4.9908
C: 1.2082 8.7221 6.3502
F: 2.0690 9.2000 7.2355
F: -0.0631 9.0150 6.8247
F: 1.3444 9.4221 5.2407
H: 3.8931 5.2084 7.4372
H: 3.3360 3.7158 6.6568
H: 3.4765 5.2194 5.7325
H: 1.5178 4.6979 8.0200
H: 1.0701 4.7596 6.3233
Cl: 3.2237 9.8361 3.7299
Br: 0.4489 -5.5240 -5.1180
K: -8.1705 -0.6705 0.3525
Br: -0.4584 8.3544 8.9974

---

[2]
Below is C11H11ClN4PdS2 as an isolated structure, with properties calculated with wB97M-V/def2-TZVPD.

Computed properties:
Spin multiplicity: 5
Frontier orbital gap (spin up / spin down) (eV): 8.3 / 6.0
Electronic energy (eV): -55198.16744
E_HOMO (spin up / spin down) (eV): -15.12 / -16.42
Expectation value of S²: 6.0591
Total charge: +2

Atoms and positions in Å:
Pd: 0.1915 -0.0900 2.2813
C: -4.0047 1.0760 -0.8723
N: -2.6708 0.7318 -1.4206
C: -2.3741 0.6751 -2.7286
C: -1.0530 0.3269 -2.8368
N: -0.5400 0.1699 -1.5850
C: -1.5569 0.4243 -0.6857
S: -1.6612 0.4241 0.9834
C: 0.8620 -0.2054 -1.3562
C: 1.6629 -0.3986 -2.4685
C: 2.9854 -0.7519 -2.2857
C: 3.4571 -0.8986 -1.0008
C: 2.5754 -0.6828 0.0392
N: 1.2909 -0.3400 -0.1132
H: -4.6714 1.2666 -1.7047
H: -3.9359 1.9659 -0.2550
H: -4.3905 0.2498 -0.2838
H: -3.0994 0.8803 -3.5038
H: -0.4830 0.1910 -3.7375
H: 1.2966 -0.2845 -3.4754
H: 3.6294 -0.9079 -3.1427
H: 4.4828 -1.1736 -0.7970
H: 2.9143 -0.7897 1.0529
Cl: 1.4928 -0.4742 4.5734
C: 2.2605 -0.6538 3.0411
H: 2.5315 -1.6759 2.8243
H: 3.0059 0.1039 2.8534
S: -1.8509 0.4251 4.1320
C: -1.3535 0.2657 5.6786
N: -0.9939 0.1505 6.7937

---

> Which formula does entry 1 have?

C25H54BBe2Br2ClF4KN2O12PS